Entry 1:
Density functional theory data (the ωB97M-V functional and the def2-TZVPD basis) for 3 unconnected molecules or ions with the total composition C21H32FIN2O10P2.

Last column: Löwdin charge in e.
Element x y z (Å)
C: -5.05336 0.03149 5.00502  -0.11
C: -5.47271 -0.21423 3.55195  -0.26
C: -4.30614 -0.07568 2.53026  -0.20
C: -3.64900 1.32434 2.64140  -0.17
C: -3.47101 2.10371 1.30702  -0.13
C: -3.21188 1.24156 0.08990  -0.17
C: -4.28735 0.89993 -0.69247  -0.08
C: -4.16978 0.13108 -1.86369  -0.17
C: -2.94510 -0.33233 -2.25794  -0.56
I: -2.76218 -1.50237 -3.99869  0.98
C: -1.86530 0.01768 -1.47034  -0.33
F: -0.68034 -0.42023 -1.90006  0.03
C: -1.96228 0.77292 -0.32163  -0.20
P: -0.45760 1.17484 0.70810  0.91
N: -0.38829 2.92689 0.66398  -0.17
O: 0.93733 0.71256 -0.07452  -0.32
C: -5.56959 -0.01976 -2.48214  -0.40
O: -6.01293 -0.85024 -3.21908  0.13
N: -6.28099 1.09361 -1.88273  -0.08
P: -5.96158 2.64298 -2.58511  0.72
O: -6.16035 3.67706 -1.55183  -0.39
C: -5.77767 1.21856 -0.51997  -0.39
O: -6.37054 1.44576 0.49113  0.18
H: -4.57967 1.01085 5.13644  0.06
H: -5.96779 0.06830 5.61035  0.07
H: -4.36744 -0.72156 5.40255  0.07
H: -5.87780 -1.23043 3.46714  0.10
H: -6.25489 0.47332 3.20590  0.10
H: -4.74142 -0.29075 1.55338  0.09
H: -3.54490 -0.81937 2.79874  0.11
H: -4.31710 1.93536 3.26202  0.10
H: -2.71417 1.27507 3.20808  0.11
H: -4.30616 2.78753 1.13940  0.12
H: -2.60123 2.75895 1.44194  0.08
H: -1.14460 3.23347 0.05345  0.03
H: 0.47767 3.23457 0.22683  0.03
H: 1.02125 1.20838 -0.90347  0.05
H: -6.86561 2.90355 -3.63666  0.03
H: -4.60620 2.70897 -3.00115  0.05
C: 2.21375 -2.16716 1.79264  -0.06
C: 3.28723 -1.11942 1.59238  -0.21
O: 4.40773 -1.34398 2.46642  0.04
C: 5.23650 -2.30823 2.08172  -0.61
O: 5.12832 -2.97797 1.08679  0.11
O: 6.20195 -2.41957 2.99662  0.01
C: 7.12077 -3.48414 2.74820  -0.04
H: 1.92186 -2.22258 2.84284  0.08
H: 1.33821 -1.92466 1.19033  0.07
H: 2.56042 -3.16070 1.50801  0.08
H: 2.89345 -0.13783 1.84798  0.11
H: 3.61574 -1.07568 0.55372  0.12
H: 7.53540 -3.42164 1.74388  0.09
H: 6.62915 -4.44485 2.89714  0.10
H: 7.92812 -3.38547 3.46906  0.09
C: 7.11621 -0.93110 -2.28934  -0.06
C: 5.73835 -1.55572 -2.35171  -0.20
O: 4.72011 -0.55802 -2.54262  0.03
C: 4.59346 -0.09652 -3.78327  -0.61
O: 5.23121 -0.44244 -4.74155  0.13
O: 3.63669 0.83926 -3.78092  0.00
C: 3.45339 1.48297 -5.04266  -0.04
H: 7.14544 -0.14590 -1.53191  0.08
H: 7.86686 -1.68430 -2.04953  0.08
H: 7.38334 -0.47065 -3.24061  0.07
H: 5.51100 -2.04184 -1.40352  0.11
H: 5.67682 -2.31739 -3.12897  0.13
H: 3.29461 0.75647 -5.83700  0.10
H: 4.31308 2.11237 -5.26986  0.10
H: 2.56956 2.11036 -4.95777  0.09

Forces on the atoms, in the same order (eV/Å):
-0.618 0.508 -0.083
0.732 -0.238 -0.505
-0.144 0.124 1.231
-0.810 0.017 -0.190
1.149 0.185 0.420
-0.685 0.350 0.598
-1.159 -0.586 -0.609
-0.794 -0.121 0.374
-0.531 -0.664 -0.811
0.185 0.277 0.418
0.040 -0.448 -0.463
0.366 0.080 0.114
1.175 0.835 -0.277
0.771 -0.557 1.705
-0.464 -0.755 -1.082
-1.170 0.819 -0.172
1.375 -0.124 0.455
0.216 0.947 0.354
-1.549 0.454 -0.974
-0.968 1.391 1.088
0.175 -0.003 0.130
1.971 -0.141 0.927
-0.078 -0.098 -1.179
-0.001 -0.158 -0.070
0.305 -0.204 0.145
-0.159 -0.043 -0.156
-0.042 0.158 0.003
0.032 -0.022 0.381
0.386 0.030 -0.024
-0.158 -0.104 -0.430
0.167 0.055 -0.187
-0.003 -0.105 -0.336
-0.073 -0.405 -0.160
-0.251 -0.050 0.070
0.186 0.405 0.075
0.055 0.047 0.214
0.325 -0.346 -0.164
0.462 -0.855 -0.299
-0.347 -0.701 -0.529
0.042 -0.276 0.107
-0.498 0.047 -0.224
0.117 0.124 -0.038
-0.186 0.074 0.187
0.164 -0.070 -0.144
0.055 0.008 -0.056
0.235 -0.154 0.064
-0.071 0.154 -0.021
0.006 0.060 0.024
0.060 0.073 -0.119
0.194 0.014 0.166
0.124 -0.109 0.053
-0.124 -0.033 -0.034
-0.011 0.001 -0.135
-0.114 0.146 0.077
0.001 0.287 -0.177
0.406 -0.345 0.241
-0.161 -0.051 0.017
0.097 0.027 0.209
-0.030 -0.009 -0.109
-0.081 -0.006 -0.023
-0.123 0.170 -0.176
-0.003 -0.111 0.102
-0.044 -0.019 0.034
-0.006 -0.102 -0.036
-0.219 0.157 0.010
-0.065 0.170 -0.138
0.127 -0.026 0.023
0.037 -0.103 -0.078
0.004 -0.051 0.186

Computed properties:
Kohn-Sham gap	8.1	eV
lowest unoccupied orbital energy	-1.0	eV
M	680.3	g/mol
SMILES	CCCCCc1c2c(c(I)c(F)c1P(N)O)C(=O)N([PH2]=O)C2=O.CCOC(=O)OC.CCOC(=O)OC
E	-2761.61599	a.u.
highest occupied orbital energy	-9.08	eV

Entry 2:
Density functional theory data (the ωB97M-V functional and the def2-TZVPD basis) for a molecular structure, C4H5I3.

Last column: Löwdin charge in e.
Element x y z (Å)
C: 0.81373 -1.14436 -0.96243  -0.32
C: -0.22640 -1.55414 -0.28709  -0.20
C: 1.54608 0.25461 -0.98103  -0.08
C: -0.65546 -3.37098 -0.71189  -1.76
I: -1.82519 -4.42279 0.77182  0.64
I: -1.48021 -3.10311 -2.68558  0.69
I: 1.24679 -4.39042 -0.72429  0.70
H: 1.35211 -1.88619 -1.49716  -0.02
H: -1.00006 -1.04104 0.30041  0.09
H: 1.49766 0.70097 0.11525  0.11
H: 2.56849 0.11150 -1.46392  0.08
H: 0.90667 0.89701 -1.62775  0.07

Forces on the atoms, in the same order (eV/Å):
1.288 1.908 0.774
-1.607 -3.163 -0.564
-1.339 -0.596 1.041
1.173 3.207 0.913
-0.045 0.706 -0.602
-0.119 -0.537 0.491
-0.239 -0.174 -0.241
0.328 -0.516 -0.649
0.532 -0.375 -0.200
0.635 -0.808 -2.423
-1.321 0.477 1.090
0.713 -0.130 0.370

Computed properties:
Kohn-Sham gap	8.2	eV
lowest unoccupied orbital energy	-0.9	eV
M	433.8	g/mol
energy relative to the best compared isomer or geometry (same formula, charge and spin)	1.608	eV
E	-1048.38318	a.u.
highest occupied orbital energy	-9.09	eV

Entry 3:
Density functional theory data (the ωB97M-V functional and the def2-TZVPD basis) for 2 unconnected molecules or ions with the total composition C4H10NO.

Last column: Löwdin charge in e.
Element x y z (Å)
C: 0.39210 0.62220 0.58892  0.02
C: 1.36083 0.34594 -0.51717  -0.01
C: 2.72996 -0.13486 -0.58933  -0.12
C: -0.96505 1.07462 0.27883  -0.10
N: -2.82244 -1.00804 0.07827  0.02
O: 3.49242 -0.61204 0.29262  0.18
H: 0.53981 0.37621 1.59722  0.10
H: 1.16201 0.69706 -1.60412  0.14
H: 3.21099 -0.02032 -1.56636  0.14
H: -0.97003 1.80394 -0.62681  0.14
H: -1.38746 1.51010 1.22479  0.11
H: -1.62015 0.15257 0.21572  0.04
H: -3.33697 -0.89010 0.93677  0.05
H: -2.58194 -2.04110 0.01980  0.09
H: -3.58402 -0.95561 -0.58304  0.05
H: 4.37995 -0.92057 0.25388  0.15

Forces on the atoms, in the same order (eV/Å):
1.081 -0.885 -4.906
0.287 0.773 0.538
-1.502 1.343 -1.421
1.588 2.352 0.457
-0.384 -2.419 -0.288
-2.042 -0.155 3.322
0.915 -0.522 1.217
-0.461 -0.487 2.255
-0.429 -0.093 -0.059
-0.462 -1.590 1.493
0.260 0.126 -0.994
0.030 -0.139 -0.791
0.048 -0.126 0.713
-0.152 1.604 0.358
-0.053 0.377 -0.686
1.276 -0.159 -1.207

Computed properties:
Kohn-Sham gap	8.1	eV
lowest unoccupied orbital energy	-5.4	eV
M	88.1	g/mol
total charge	+1
energy relative to the best compared isomer or geometry (same formula, charge and spin)	3.073	eV
E	-288.05015	a.u.
highest occupied orbital energy	-13.54	eV

Entry 4:
Density functional theory data (the ωB97M-V functional and the def2-TZVPD basis) for 3 unconnected molecules or ions with the total composition C6H18O3.

Last column: Löwdin charge in e.
Element x y z (Å)
C: 13.40142 4.85964 3.44065  -0.09
C: 12.93565 5.81660 4.54032  -0.31
O: 12.25181 6.95261 3.97456  -0.08
H: 12.62087 4.35969 2.86716  0.07
H: 14.09035 4.09160 3.79219  0.07
H: 14.09252 5.37269 2.77188  0.07
H: 13.75219 6.17994 5.16430  0.10
H: 12.28273 5.30113 5.24465  0.10
H: 12.31657 7.57539 4.70226  0.07
C: 23.84499 -0.06270 1.82236  -0.12
C: 24.26287 -1.10308 2.78822  -0.34
O: 23.84153 -0.54641 4.00342  -0.08
H: 23.98994 0.95785 2.17672  0.08
H: 22.77671 -0.12027 1.61362  0.07
H: 24.21001 -0.27077 0.81660  0.07
H: 25.34751 -1.19697 2.73486  0.11
H: 23.87326 -2.07404 2.48239  0.12
H: 24.46825 0.09462 4.34677  0.09
C: 17.56842 2.12308 7.42494  -0.09
C: 17.49012 0.84840 6.56952  -0.32
O: 18.43635 -0.08060 7.06357  -0.08
H: 18.55003 2.38195 7.82186  0.07
H: 16.84080 2.13310 8.23645  0.07
H: 17.37928 2.98625 6.78676  0.06
H: 17.62523 1.14734 5.53006  0.10
H: 16.52398 0.34385 6.58034  0.11
H: 19.22969 -0.00557 6.52823  0.08

Forces on the atoms, in the same order (eV/Å):
0.971 0.335 0.058
-0.242 -0.520 -0.381
0.494 -0.559 0.487
-0.147 0.321 0.151
-0.377 -0.265 0.667
-0.444 0.429 -0.375
0.452 -0.095 -0.272
-0.316 -0.169 -0.063
-0.388 0.520 -0.269
-1.194 0.044 -2.380
1.081 1.419 -0.636
-0.750 -1.337 1.925
0.585 -0.132 -0.224
-0.352 -0.064 0.513
0.685 0.471 -0.111
0.239 -0.171 0.287
-0.492 -0.045 0.910
0.190 -0.180 -0.280
-0.719 0.636 -0.472
0.277 0.680 0.635
0.212 -0.524 -0.527
0.159 -0.753 0.062
0.131 -0.028 0.062
-0.505 0.134 -0.036
0.479 -0.328 -0.191
-0.148 0.259 0.360
0.120 -0.078 0.100

Computed properties:
Kohn-Sham gap	10.9	eV
lowest unoccupied orbital energy	0.7	eV
M	138.2	g/mol
energy relative to the best compared isomer or geometry (same formula, charge and spin)	1.814	eV
SMILES	CCO.CCO.CCO
E	-465.04319	a.u.
highest occupied orbital energy	-10.24	eV

Entry 5:
Density functional theory data (the ωB97M-V functional and the def2-TZVPD basis) for a single C4H4N2 molecule.

Last column: Löwdin charge in e.
Element x y z (Å)
C: 1.01105 -0.03297 -0.28783  -0.07
C: -0.39913 -0.11433 0.34970  -0.35
C: -0.75679 0.86947 1.37823  -0.18
N: -1.00087 1.59351 2.24659  0.16
C: -1.14341 -0.33346 -0.91349  -0.17
N: -0.87277 -0.91917 -1.88306  0.15
H: 0.82035 -0.97978 -1.06186  0.13
H: 1.73763 0.36540 0.47659  0.10
H: 1.09799 0.65395 -1.12138  0.07
H: -0.49403 -1.10262 0.81651  0.15

Forces on the atoms, in the same order (eV/Å):
-0.107 -0.676 -0.900
-0.191 -0.102 -0.156
-0.405 0.784 0.325
0.304 -0.761 -0.965
0.396 -0.836 -0.838
-2.106 0.752 0.109
2.568 1.367 2.790
-0.032 -1.671 -0.846
-0.570 0.894 0.246
0.143 0.249 0.235

Computed properties:
Kohn-Sham gap	11.9	eV
lowest unoccupied orbital energy	-0.2	eV
M	80.1	g/mol
energy relative to the best compared isomer or geometry (same formula, charge and spin)	2.917	eV
SMILES	CC(C#N)C#N
E	-264.21925	a.u.
highest occupied orbital energy	-12.08	eV

Entry 6:
Density functional theory data (the ωB97M-V functional and the def2-TZVPD basis) for a single C5H10N2S molecule.

Last column: Löwdin charge in e.
Element x y z (Å)
C: 1.77653 0.31456 -0.99224  -0.11
C: 1.49704 -0.93089 -0.13741  -0.23
C: 0.44581 -0.64879 0.98869  -0.16
C: -1.68504 -0.98728 0.09496  -0.63
C: -1.75155 1.96677 0.13077  -0.02
H: 2.51798 0.05650 -1.77989  0.08
H: 0.76157 0.78479 -1.28051  0.09
H: 2.21762 1.14218 -0.41440  0.07
H: 1.07426 -1.73779 -0.75649  0.10
H: 2.28795 -1.50217 0.32578  0.10
H: 0.22699 -1.52318 1.52915  0.10
H: 0.92052 -0.00036 1.64877  0.10
H: -1.29942 -2.04387 0.24813  0.10
H: -1.42589 3.01539 0.00250  0.07
H: -2.80938 1.62641 -0.07837  0.00
N: -0.79913 -0.07644 0.47341  -0.25
N: -0.71152 1.22939 0.40548  -0.01
S: -3.24433 -0.68523 -0.40834  0.61

Forces on the atoms, in the same order (eV/Å):
-0.392 0.424 0.373
-1.901 -0.506 0.120
1.224 -0.319 -2.189
-1.891 -0.500 -0.133
0.644 -0.056 -0.409
-1.003 0.386 0.052
1.874 -1.083 -0.416
0.088 -0.436 0.117
-0.205 0.396 -0.302
0.963 0.629 0.225
-0.323 -1.237 0.581
0.321 1.536 1.245
-0.531 1.370 -0.388
-0.655 -0.481 0.253
1.616 0.404 0.389
1.819 -2.876 1.146
-2.349 3.048 -0.654
0.705 -0.697 -0.010

Computed properties:
Kohn-Sham gap	8.5	eV
lowest unoccupied orbital energy	0.1	eV
M	130.2	g/mol
energy relative to the best compared isomer or geometry (same formula, charge and spin)	2.739	eV
SMILES	C=NN(C=S)CCC
E	-704.12313	a.u.
highest occupied orbital energy	-8.36	eV